# 1
Formula: C3H5NS2
Source: OMol25
Level of theory: ωB97M-V/def2-TZVPD

SMILES = S=CC/C=N/S
ΔE to the lowest compared entry with this formula, charge and spin = 184.8 kJ/mol
highest occupied orbital energy = -9.0 eV
total energy = -968.37468 Ha
2S+1 = 1
LUMO = -0.0180 hartree
gap between HOMO and LUMO = 8.50 eV
total charge = 0

Each line ends with the Löwdin charge.
Geometry (Å):
S  -3.351  0.197  -0.584  0.694
C  -1.860  0.353  0.007  -0.707
C  -0.771  -0.669  0.100  -0.250
C  0.519  0.021  -0.360  -0.317
N  1.534  -0.048  0.415  -0.346
S  3.016  0.695  -0.200  0.674
H  -1.582  1.269  0.513  0.051
H  -0.644  -1.081  1.099  0.116
H  -1.016  -1.536  -0.566  0.117
H  0.507  0.497  -1.356  0.116
H  3.650  0.303  0.933  -0.147



# 2
Formula: C3H5NS3
Source: OMol25
Level of theory: ωB97M-V/def2-TZVPD

ΔE to the lowest compared entry with this formula, charge and spin = 220.4 kJ/mol
highest occupied orbital energy = -8.6 eV
total energy = -1366.52998 Ha
2S+1 = 1
LUMO = -0.0053 hartree
gap between HOMO and LUMO = 8.44 eV
total charge = 0

Each line ends with the Löwdin charge.
Geometry (Å):
C  -0.696  -1.299  -2.008  -0.471
C  -0.483  0.673  0.188  -1.569
C  2.608  -1.793  0.384  -0.136
H  -1.664  -1.478  -2.656  0.060
H  0.321  -1.566  -2.672  0.098
H  -0.646  -2.021  -1.127  0.035
H  3.187  -1.690  1.440  0.102
H  3.205  -2.272  -0.450  0.073
N  1.419  -1.279  0.193  -0.394
S  -0.861  0.398  -1.474  0.799
S  -1.068  1.931  0.954  0.598
S  0.497  -0.298  1.316  0.806



# 3
Formula: C3H5NiO4
Source: OMol25
Level of theory: ωB97M-V/def2-TZVPD

ΔE to the lowest compared entry with this formula, charge and spin = 182.6 kJ/mol
highest occupied orbital energy (alpha / beta) = -14.1 / -14.1 eV
total energy = -1926.21667 Ha
2S+1 = 3
expectation value of S² = 2.01
LUMO (alpha / beta) = -0.1990 / -0.2644 hartree
gap between HOMO and LUMO (alpha / beta) = 8.72 / 6.92 eV
total charge = +1

Each line ends with the Löwdin charge.
Geometry (Å):
O  0.525  -0.680  0.128  -0.135
C  1.633  -1.008  -0.730  -0.634
C  0.622  0.127  1.258  -0.157
O  1.132  -1.652  -1.696  0.005
O  2.574  -0.243  -0.718  0.173
C  0.408  1.448  1.225  0.096
H  1.389  -0.295  1.910  0.138
H  -2.566  0.030  -0.028  0.179
H  0.913  2.076  1.957  0.088
H  -0.329  1.903  0.565  0.069
O  -2.393  -0.301  -0.976  -0.014
H  -3.222  -0.546  -1.402  0.124
Ni  -0.686  -0.858  -1.494  1.068



# 4
Formula: C3H5O2
Source: OMol25
Level of theory: ωB97M-V/def2-TZVPD

ΔE to the lowest compared entry with this formula, charge and spin = 347.7 kJ/mol
highest occupied orbital energy (alpha / beta) = -15.1 / -15.1 eV
total energy = -267.35566 Ha
2S+1 = 1
LUMO (alpha / beta) = -0.2725 / -0.2726 hartree
gap between HOMO and LUMO (alpha / beta) = 7.71 / 7.70 eV
total charge = +1

Each line ends with the Löwdin charge.
Geometry (Å):
C  -1.617  -1.129  0.558  0.286
C  0.376  0.016  0.663  -0.301
C  1.191  1.074  -1.001  0.200
O  1.052  -0.263  1.566  0.229
O  -0.967  -0.053  0.476  0.132
H  -2.635  -1.132  0.176  0.153
H  -1.198  -2.034  1.003  0.158
H  0.803  2.054  -0.781  0.048
H  0.759  0.564  -1.846  0.042
H  2.236  0.904  -0.814  0.053



# 5
Formula: C3H5O2S
Source: OMol25
Level of theory: ωB97M-V/def2-TZVPD

ΔE to the lowest compared entry with this formula, charge and spin = 18.2 kJ/mol
highest occupied orbital energy (alpha / beta) = -9.4 / -9.4 eV
total energy = -665.90312 Ha
2S+1 = 2
expectation value of S² = 0.76
LUMO (alpha / beta) = 0.0265 / -0.1237 hartree
gap between HOMO and LUMO (alpha / beta) = 10.09 / 6.00 eV
total charge = 0

Each line ends with the Löwdin charge.
Geometry (Å):
O  -0.976  -1.920  0.277  0.167
C  0.011  -1.461  0.872  -0.613
O  0.564  -2.207  1.708  0.226
C  0.540  -0.077  0.593  -0.169
C  -0.361  0.739  -0.318  -0.535
S  0.404  1.000  -1.960  0.699
H  1.580  -0.194  0.278  0.121
H  0.672  0.492  1.518  0.130
H  -0.587  1.732  0.045  0.067
H  -1.276  0.181  -0.494  0.065
H  -0.570  1.715  -2.518  -0.158



# 6
Formula: C3H5O3
Source: OMol25
Level of theory: ωB97M-V/def2-TZVPD

ΔE to the lowest compared entry with this formula, charge and spin = 68.7 kJ/mol
highest occupied orbital energy = -3.2 eV
total energy = -343.06193 Ha
2S+1 = 1
LUMO = 0.1625 hartree
gap between HOMO and LUMO = 7.66 eV
total charge = -1

Each line ends with the Löwdin charge.
Geometry (Å):
C  1.506  0.239  0.008  -0.628
C  -1.149  0.638  -0.305  -0.090
C  -0.250  -0.340  0.496  -0.363
O  1.769  1.401  0.119  -0.015
O  2.041  -0.796  -0.429  -0.064
O  -0.175  -1.678  0.217  -0.091
H  -0.990  0.254  -1.274  0.050
H  -2.136  0.453  0.053  0.036
H  -0.881  1.720  -0.264  0.077
H  -0.442  -0.237  1.543  0.086
H  0.706  -1.653  -0.165  0.003



# 7
Formula: C3H5O3
Source: OMol25
Level of theory: ωB97M-V/def2-TZVPD

ΔE to the lowest compared entry with this formula, charge and spin = 103.1 kJ/mol
highest occupied orbital energy (alpha / beta) = -8.7 / -8.7 eV
total energy = -342.91433 Ha
2S+1 = 2
expectation value of S² = 0.76
LUMO (alpha / beta) = -0.0123 / -0.1418 hartree
gap between HOMO and LUMO (alpha / beta) = 8.42 / 4.89 eV
total charge = 0

Each line ends with the Löwdin charge.
Geometry (Å):
C  1.232  2.152  -0.097  0.206
C  0.565  0.919  -0.071  -0.194
O  -0.591  0.715  0.336  0.135
H  2.310  2.195  -0.107  0.085
H  0.700  3.103  -0.082  0.096
H  1.095  0.096  -0.554  0.146
H  -0.893  -0.207  -0.179  0.076
O  -0.616  -1.485  -0.721  -0.106
C  -1.100  -2.265  0.184  -0.568
O  -1.089  -3.471  0.245  0.003
H  -1.612  -1.750  1.046  0.121



# 8
Formula: C3H5O3
Source: OMol25
Level of theory: ωB97M-V/def2-TZVPD

ΔE to the lowest compared entry with this formula, charge and spin = 161.1 kJ/mol
highest occupied orbital energy (alpha / beta) = -9.6 / -9.6 eV
total energy = -342.89225 Ha
2S+1 = 2
expectation value of S² = 0.75
LUMO (alpha / beta) = 0.0276 / -0.1477 hartree
gap between HOMO and LUMO (alpha / beta) = 10.30 / 5.53 eV
total charge = 0

Each line ends with the Löwdin charge.
Geometry (Å):
O  2.627  -1.667  -0.464  0.024
C  2.187  -0.675  -0.990  -0.266
C  0.635  -0.706  -1.369  -0.048
H  2.819  -0.005  -1.553  0.098
H  0.319  -1.559  -0.626  0.107
H  0.252  0.158  -0.832  0.023
H  0.172  -0.887  -2.288  0.040
O  -0.834  0.496  1.134  0.043
C  -1.800  1.224  1.283  -0.465
O  -2.767  1.355  0.514  0.267
H  -1.905  1.765  2.281  0.176